18
Properties=species:S:1:pos:R:3 method="wB97M-V/def2-TZVPD" s_squared=0.754 de_lowest_kcal_mol=33.2 homo_ev="-8.295 / -8.292" e_lumo_ha="0.033 / -0.062" orbital_gap_ev="9.193 / 6.604" multiplicity=2 total_energy_ev=-7877.0747
C 0.551 1.542 2.436
O 0.047 0.688 1.495
H 1.541 1.218 2.782
H 0.687 2.560 2.049
H -0.097 1.583 3.319
C -0.099 -1.935 -0.010
C -1.049 -1.030 -0.781
N -0.294 -0.342 -1.865
C 0.499 0.849 -1.539
H -0.623 -2.710 0.546
H 0.546 -1.303 0.597
H 0.551 -2.443 -0.726
H -1.523 -0.323 -0.089
H -1.830 -1.641 -1.232
H -0.991 -0.147 -2.564
H 1.229 0.950 -2.340
H -0.154 1.730 -1.485
H 1.008 0.755 -0.592

23
Properties=species:S:1:pos:R:3 method="wB97M-V/def2-TZVPD" de_lowest_kcal_mol=85.5 homo_ev="-13.641 / -13.640" e_lumo_ha="-0.197 / -0.197" orbital_gap_ev="8.277 / 8.277" charge=+1 total_energy_ev=-12383.2011
C 0.962 1.485 -2.931
C 0.586 -0.627 -2.616
C -1.101 1.163 0.708
C -1.302 -1.304 1.110
C 0.231 0.146 2.382
C 1.295 -0.748 -0.271
N 0.621 0.200 -3.560
N 1.159 1.275 -1.671
N 0.946 -0.056 -1.374
N -0.425 -0.094 1.161
H 0.974 2.502 -3.308
H 0.438 -1.687 -2.751
H -0.454 2.103 0.606
H -1.401 0.896 -0.357
H -1.999 1.354 1.356
H -2.013 -1.323 0.306
H -0.729 -2.255 1.069
H -1.931 -1.306 1.935
H -0.441 0.744 3.012
H 0.290 -0.834 2.849
H 1.193 0.595 2.203
H 2.137 -0.385 0.357
H 0.964 -1.841 -0.212

42
Properties=species:S:1:pos:R:3 method="wB97M-V/def2-TZVPD" s_squared=8.791 homo_ev="2.547 / -2.511" e_lumo_ha="0.166 / 0.177" orbital_gap_ev="1.979 / 7.338" multiplicity=6 charge=-2 total_energy_ev=-64324.6963
C 0.286 0.174 -4.968
I -0.309 0.301 -2.848
H -0.535 -0.349 -5.486
H 1.244 -0.348 -5.041
H 0.381 1.204 -5.320
C -1.122 3.827 1.309
C -2.170 3.503 0.530
N -1.888 2.280 -0.041
C -0.684 1.790 0.420
N -0.203 2.809 1.206
H -0.967 4.675 1.947
H -3.089 4.028 0.391
C 2.053 -3.486 0.886
C 0.933 -1.632 0.204
N 1.844 -2.147 1.098
H 1.172 -4.793 -0.645
N 0.591 -2.725 -0.557
H 2.706 -4.088 1.495
Fe -0.058 -0.032 0.470
C 1.352 0.652 -0.418
O 2.365 1.216 -0.646
C 1.284 -3.844 -0.159
C -0.402 -2.829 -1.601
H -1.350 -3.235 -1.226
H -0.015 -3.502 -2.375
H -0.599 -1.840 -2.068
C 2.434 -1.478 2.232
H 3.419 -1.915 2.416
H 1.825 -1.602 3.136
H 2.532 -0.405 2.060
C 0.967 2.767 2.064
H 1.398 3.778 2.110
H 1.710 2.049 1.694
H 0.675 2.468 3.086
C -2.886 1.575 -0.824
H -2.417 0.837 -1.488
H -3.456 2.303 -1.412
H -3.595 1.055 -0.166
C -1.188 -0.683 1.929
H -1.777 -1.535 1.556
H -1.882 0.101 2.241
H -0.577 -0.928 2.812

14
Properties=species:S:1:pos:R:3 method="wB97M-V/def2-TZVPD" de_lowest_kcal_mol=82.3 homo_ev="-8.267 / -8.262" e_lumo_ha="-0.032 / -0.032" orbital_gap_ev="7.390 / 7.383" total_energy_ev=-11516.3248
B 1.641 -0.048 -0.005
C -2.454 0.029 0.074
C -1.495 -0.905 0.159
C -1.089 -1.801 -0.858
N 0.778 -0.203 -1.034
O -1.031 -2.731 -1.525
O 1.274 -0.404 1.235
O 3.027 0.386 -0.074
H -2.494 0.622 0.992
H -3.049 -0.087 -0.812
H -0.795 -0.738 0.962
H 0.809 0.139 -2.034
H 2.123 -0.379 1.652
H 3.122 0.743 -0.902

14
Properties=species:S:1:pos:R:3 method="wB97M-V/def2-TZVPD" de_lowest_kcal_mol=50.7 homo_ev=-10.021 e_lumo_ha=0.003 orbital_gap_ev=10.102 total_energy_ev=-47925.4453
C -3.300 1.312 -1.068
C 1.731 -3.049 -0.667
C -2.329 1.110 -0.361
C 1.556 -1.901 -0.350
C -0.490 1.024 0.572
C 1.346 -0.519 -0.138
O -0.797 0.995 1.827
O -0.002 -0.150 -0.085
Cl 0.333 2.476 0.105
Cl 2.178 -0.134 1.374
Cl 2.201 0.424 -1.410
H -4.143 1.661 -1.579
H 1.746 -4.100 -0.664
H -0.029 0.853 2.444

17
Properties=species:S:1:pos:R:3 method="wB97M-V/def2-TZVPD" de_lowest_kcal_mol=77.1 homo_ev=-8.841 smiles="C=CC.NCO" e_lumo_ha=0.025 orbital_gap_ev=9.520 total_energy_ev=-7861.2092
C 1.213 2.041 -1.348
C -0.165 1.988 -0.712
C -0.995 2.973 -0.111
H 1.261 2.874 -2.043
H 1.176 1.088 -1.863
H 2.021 2.244 -0.616
H -0.271 0.930 -0.329
H -1.216 4.071 -0.377
H -1.542 2.760 0.777
N -0.571 -3.743 0.796
C -0.508 -2.192 0.846
O 0.318 -1.524 -0.087
H -0.587 -3.989 1.777
H 0.381 -4.002 0.492
H -0.177 -1.940 1.862
H -1.555 -1.938 0.767
H 1.217 -1.643 0.168

9
Properties=species:S:1:pos:R:3 method="wB97M-V/def2-TZVPD" de_lowest_kcal_mol=25.5 homo_ev=-9.226 smiles="S=PS.SSS" e_lumo_ha=-0.058 orbital_gap_ev=7.635 total_energy_ev=-63513.6849
P -0.568 -2.288 1.242
S 0.789 -1.972 2.574
S 0.288 -3.442 -0.366
S 0.581 2.414 -2.172
S -0.160 2.176 1.077
S -0.900 2.725 -0.787
H -0.960 -3.841 -0.840
H 1.398 3.455 -1.614
H -0.468 0.772 0.886

32
Properties=species:S:1:pos:R:3 method="wB97M-V/def2-TZVPD" de_lowest_kcal_mol=0.0 homo_ev=-8.406 e_lumo_ha=0.103 orbital_gap_ev=11.197 charge=-1 total_energy_ev=-30276.4089
B 0.052 -0.034 -0.548
F 0.672 -0.469 -1.731
F 0.917 -0.220 0.570
F -0.271 1.316 -0.732
F -1.103 -0.779 -0.316
O 0.442 1.996 2.251
H 0.659 1.259 1.660
H -0.425 1.777 2.604
O 2.166 1.898 -2.460
H 1.314 1.691 -2.057
H 2.541 1.037 -2.662
O -0.218 -3.024 1.300
H 0.676 -3.335 1.462
H -0.091 -2.156 0.897
O 0.080 -1.916 -4.181
H -0.841 -2.178 -4.104
H 0.252 -1.415 -3.373
O 3.519 -0.891 -0.256
H 2.660 -0.455 -0.172
H 3.889 -0.551 -1.074
O 2.643 0.814 3.976
H 2.488 1.441 4.687
H 2.151 1.189 3.233
O -3.081 0.671 -2.217
H -2.407 0.168 -1.743
H -3.912 0.358 -1.851
O -2.951 -2.026 2.214
H -3.271 -2.911 2.024
H -2.155 -1.948 1.675
O -2.169 3.036 0.679
H -1.442 2.525 0.300
H -2.783 3.134 -0.054

34
Properties=species:S:1:pos:R:3 method="wB97M-V/def2-TZVPD" homo_ev=-11.633 e_lumo_ha=-0.157 orbital_gap_ev=7.368 charge=+1 total_energy_ev=-20898.8000
C 0.484 2.455 2.946
C 0.106 3.137 1.643
O 0.352 4.534 1.783
C -1.330 2.857 1.189
O -1.345 2.007 0.038
C -1.874 0.721 0.206
C -1.244 -0.184 -0.868
C 0.095 -0.448 -0.212
B 1.193 -1.320 -0.938
N 0.884 -2.341 -1.939
O 2.518 -1.138 -0.634
N -0.393 -0.938 1.116
C -1.418 -0.037 1.481
O -1.877 0.058 2.603
H -0.032 2.918 3.781
H 0.228 1.397 2.956
H 1.558 2.533 3.085
H 0.764 2.825 0.834
H -0.459 4.985 2.016
H -1.760 3.806 0.870
H -1.959 2.471 1.987
H -2.964 0.705 0.212
H -1.857 -1.081 -0.825
H -1.222 0.307 -1.834
H 0.609 0.489 0.033
H 0.247 -1.911 -2.604
H 1.762 -2.459 -2.441
H 2.699 -0.217 -0.449
H 0.349 -0.983 1.802
N 1.178 -5.030 -3.570
H 1.071 -5.828 -2.941
H 2.147 -4.978 -3.890
H 0.560 -5.146 -4.375
H 0.932 -4.166 -3.061

50
Properties=species:S:1:pos:R:3 method="wB97M-V/def2-TZVPD" homo_ev=-13.164 e_lumo_ha=-0.228 orbital_gap_ev=6.970 charge=+2 total_energy_ev=-34190.2050
C -0.173 3.049 -2.330
C 0.641 2.516 -3.467
H 0.202 4.039 -2.060
H -1.193 3.228 -2.686
C 1.111 1.243 -3.476
C 0.784 0.268 -2.387
H 1.662 0.117 -1.754
H 0.583 -0.708 -2.835
C 0.901 3.489 -4.564
H 0.347 4.412 -4.407
H 0.649 3.106 -5.548
H 1.959 3.767 -4.586
C 1.976 0.696 -4.559
H 2.835 1.322 -4.775
H 1.411 0.586 -5.488
H 2.339 -0.299 -4.303
Mg 0.060 -0.683 2.605
O -0.080 0.223 0.779
C -0.543 -0.152 -0.308
O -1.010 -2.180 1.747
C -1.447 -2.242 0.607
O -2.172 -3.260 0.196
N -1.260 -1.322 -0.427
C -2.675 -3.022 -1.151
C -1.842 -1.853 -1.672
H -3.731 -2.789 -1.062
H -2.543 -3.937 -1.715
H -2.455 -1.110 -2.169
H -1.052 -2.179 -2.344
C -0.397 0.701 -1.529
C -0.196 2.164 -1.098
H -1.303 0.645 -2.131
H 0.750 2.233 -0.561
H -0.976 2.494 -0.412
C -1.944 -0.334 4.371
O -0.683 0.246 4.128
C 0.271 -0.232 5.076
C 1.721 -0.271 4.477
O 1.835 -1.039 3.279
C 1.920 -2.420 3.560
H -2.675 0.094 3.654
H -2.301 -0.088 5.396
H -1.920 -1.435 4.224
H 0.279 0.451 5.954
H 0.029 -1.254 5.445
H 2.015 0.770 4.228
H 2.444 -0.618 5.251
H 1.363 -2.738 4.467
H 1.500 -2.984 2.701
H 2.987 -2.710 3.659

54
Properties=species:S:1:pos:R:3 method="wB97M-V/def2-TZVPD" homo_ev=-3.409 e_lumo_ha=0.084 orbital_gap_ev=5.685 charge=-1 total_energy_ev=-43157.8100
N 6.302 -0.380 -0.479
C 5.453 0.611 -1.303
O 5.993 1.859 -1.386
N 4.203 0.338 -2.020
C 2.965 0.097 -1.273
O 2.143 -0.934 -1.602
F 2.484 0.954 -0.140
H 6.452 -1.189 -1.133
H 4.202 0.287 -3.040
C 0.170 -0.559 1.227
C -0.068 0.887 1.624
O -1.469 1.180 1.664
C -2.126 0.751 2.771
O -1.632 0.158 3.716
O -3.439 1.070 2.632
C -4.263 0.593 3.692
H -0.347 -0.792 0.290
H 1.239 -0.756 1.102
H -0.220 -1.248 1.983
H 0.373 1.547 0.870
H 0.410 1.128 2.581
H -3.878 0.903 4.669
H -4.346 -0.497 3.636
H -5.261 1.022 3.565
C -2.753 3.739 2.043
C -1.795 4.916 2.005
O -1.659 5.420 0.671
C -2.672 6.210 0.237
O -3.663 6.526 0.877
O -2.410 6.565 -1.047
C -3.447 7.328 -1.658
H -2.451 2.973 1.321
H -2.782 3.294 3.042
H -3.769 4.046 1.774
H -0.800 4.584 2.322
H -2.103 5.712 2.694
H -3.715 8.198 -1.050
H -4.321 6.693 -1.832
H -3.081 7.684 -2.625
C -0.306 -5.235 -1.326
C 0.895 -4.453 -1.829
O 2.109 -5.174 -1.588
C 2.377 -6.178 -2.460
O 1.689 -6.504 -3.415
O 3.530 -6.779 -2.070
C 3.882 -7.916 -2.853
H -0.171 -5.516 -0.276
H -1.221 -4.644 -1.421
H -0.438 -6.165 -1.888
H 0.970 -3.511 -1.276
H 0.795 -4.197 -2.890
H 3.898 -7.677 -3.921
H 3.185 -8.736 -2.651
H 4.886 -8.235 -2.557

95
Properties=species:S:1:pos:R:3 method="wB97M-V/def2-TZVPD" de_lowest_kcal_mol=0.0 homo_ev=-6.469 e_lumo_ha=-0.010 orbital_gap_ev=6.197 total_energy_ev=-146824.0751
Ti 0.427 0.132 1.155
C -2.569 2.344 2.167
N -2.281 1.947 0.798
C -2.364 3.067 -0.112
C -2.903 0.749 0.404
C -3.922 0.704 -0.544
C -4.550 -0.494 -0.867
C -4.145 -1.668 -0.253
C -3.087 -1.644 0.646
C -2.460 -0.450 0.997
N -1.350 -0.411 1.878
C -1.409 -1.106 3.087
C -2.551 -1.712 3.622
C -2.490 -2.415 4.816
C -1.298 -2.527 5.513
C -0.174 -1.869 5.030
C -0.233 -1.152 3.849
N 0.858 -0.301 3.387
C 0.752 0.991 4.127
C 2.194 -0.856 3.702
H -3.598 2.720 2.269
H -1.885 3.142 2.455
H -2.437 1.503 2.843
H -3.347 3.564 -0.099
H -2.159 2.733 -1.127
H -1.607 3.800 0.175
H -4.255 1.624 -1.008
H -5.363 -0.499 -1.583
H -4.631 -2.607 -0.488
H -2.722 -2.567 1.078
H -3.494 -1.636 3.100
H -3.388 -2.884 5.198
H -1.244 -3.093 6.433
H 0.747 -1.906 5.594
H 0.794 0.794 5.201
H -0.192 1.474 3.883
H 1.586 1.630 3.839
H 2.296 -1.847 3.262
H 2.964 -0.185 3.325
H 2.335 -0.933 4.781
N 4.422 -1.049 0.840
C 3.118 -0.960 0.702
O 2.485 0.087 1.009
C 2.304 -2.104 0.172
C 0.907 -1.962 0.763
H 4.964 -0.329 1.352
H 4.883 -1.904 0.581
H 2.803 -3.059 0.361
H 2.290 -1.975 -0.916
H 0.849 -2.480 1.725
H 0.151 -2.425 0.122
O 0.143 0.449 -0.765
As 0.316 -0.091 -2.344
C 2.174 -0.013 -2.757
C 2.704 -0.497 -3.950
C 4.068 -0.397 -4.170
C 4.890 0.186 -3.211
C 4.353 0.685 -2.033
C 2.987 0.590 -1.804
C -0.404 -1.826 -2.647
C 0.395 -2.906 -3.003
C -0.181 -4.158 -3.154
C -1.544 -4.323 -2.949
C -2.337 -3.241 -2.593
C -1.769 -1.985 -2.439
C -0.600 1.181 -3.429
C -0.283 2.519 -3.214
C -0.904 3.496 -3.975
C -1.835 3.135 -4.942
C -2.143 1.799 -5.155
C -1.521 0.813 -4.400
H 2.067 -0.941 -4.706
H 4.492 -0.772 -5.092
H 5.955 0.255 -3.387
H 4.988 1.143 -1.285
H 2.558 0.978 -0.890
H 1.460 -2.783 -3.152
H 0.436 -5.004 -3.426
H -1.990 -5.303 -3.065
H -3.397 -3.371 -2.421
H -2.387 -1.146 -2.139
H 0.431 2.798 -2.447
H -0.666 4.538 -3.810
H -2.322 3.900 -5.532
H -2.867 1.521 -5.910
H -1.762 -0.229 -4.568
N 0.585 4.135 1.916
C 1.392 3.070 1.459
O 0.701 1.914 1.466
C 2.625 3.244 0.987
I 5.710 1.234 3.007
H -0.009 3.843 2.680
H 1.131 4.942 2.183
H 3.087 4.218 1.057
H 3.255 2.400 0.768